1.
Computed, not measured: a 2-piece molecular cluster, C2H3N2O4 overall at a distorted geometry, with the ωB97M-V functional and the def2-TZVPD basis.

Geometry as ORCA input:
```
! wB97M-V def2-TZVPD RIJCOSX def2/J DEFGRID3
* xyz -1 3
C 2.58 0.31 -0.03
C 1.51 -0.53 0.13
N -2.92 0.91 0.29
N -1.81 1.17 -0.11
O 2.30 0.02 1.22
O 3.36 0.91 -0.67
O -1.03 0.26 -0.71
O -3.33 -0.54 0.13
H 0.46 -0.21 0.10
H 1.48 -1.52 0.05
H -2.60 -0.78 -0.40
*
```

Values from the calculation:
**<S²>**: 2.011
**ΔE to the lowest compared entry with this formula, charge and spin**: 87.1 kcal/mol
**Max |F|**: 8.0 eV Å⁻¹
**Highest occupied orbital energy (alpha / beta)**: -0.192 / -4.313 eV
**E_LUMO (alpha / beta)**: 3.54 / 3.13 eV

=====

2.
Computed, not measured: one molecule with the formula C4H6N2O at a distorted geometry, with the ωB97M-V functional and the def2-TZVPD basis.

Geometry as ORCA input:
```
! wB97M-V def2-TZVPD RIJCOSX def2/J DEFGRID3
* xyz 0 1
N -2.19 0.50 -0.11
C -0.84 0.23 -0.20
C -0.53 -1.11 -0.03
N 0.82 -1.16 0.28
C 1.32 0.08 0.22
O 2.61 0.25 0.56
C 0.35 1.00 -0.14
H -2.68 1.15 -0.71
H -2.55 -0.43 0.09
H -0.93 -1.85 -0.72
H 1.32 -1.97 0.61
H 2.84 1.17 0.39
H 0.50 2.06 -0.28
*
```

Values from the calculation:
**ΔE to the lowest compared entry with this formula, charge and spin**: 43.6 kcal/mol
**Max |F|**: 1.5 eV Å⁻¹
**Structure (SMILES)**: Nc1c[nH]c(O)c1
**Highest occupied orbital energy**: -7.126 eV
**E_LUMO**: 0.84 eV

=====

3.
Computed, not measured: one molecule with the formula C5H4S3 at a distorted geometry, with the ωB97M-V functional and the def2-TZVPD basis.

Geometry as ORCA input:
```
! wB97M-V def2-TZVPD RIJCOSX def2/J DEFGRID3
* xyz 0 1
C -0.08 -1.35 1.71
C -0.86 -0.72 -1.02
C -0.58 0.51 -1.34
C 0.58 1.18 -0.67
C 0.94 1.09 0.63
H -1.66 -1.24 -1.60
H -1.14 1.02 -2.10
H 1.24 1.66 -1.41
H 1.84 1.72 0.97
S -0.06 -2.32 2.95
S -0.01 -1.93 0.09
S -0.22 0.39 1.78
*
```

Values from the calculation:
**ΔE to the lowest compared entry with this formula, charge and spin**: 30.4 kcal/mol
**Max |F|**: 3.4 eV Å⁻¹
**Structure (SMILES)**: S=C1SC=CC=CS1
**Highest occupied orbital energy**: -8.718 eV
**E_LUMO**: -0.34 eV

=====

4.
Computed, not measured: C3H7O3Tm as an isolated structure at a distorted geometry, with the ωB97M-V functional and the def2-TZVPD basis.

Geometry as ORCA input:
```
! wB97M-V def2-TZVPD RIJCOSX def2/J DEFGRID3
* xyz 2 3
O 0.56 0.10 -1.61
C 1.42 -0.48 -0.66
C 0.75 -0.52 0.70
O 1.17 0.45 1.64
C 1.35 1.62 1.21
Tm -1.36 -0.25 -0.81
H 2.39 0.07 -0.60
H 1.67 -1.52 -0.93
H 0.87 -1.45 1.26
H -4.06 -1.12 -0.06
H 1.71 2.34 1.94
H 1.31 1.99 0.18
O -3.57 -0.70 -0.78
H -4.20 -0.52 -1.49
*
```

Values from the calculation:
**<S²>**: 2.003
**ΔE to the lowest compared entry with this formula, charge and spin**: 5.5 kcal/mol
**Max |F|**: 4.2 eV Å⁻¹
**Highest occupied orbital energy (alpha / beta)**: -17.159 / -17.153 eV
**E_LUMO (alpha / beta)**: -9.83 / -9.78 eV